Entry from the Open Molecules 2025 dataset: a 19-piece molecular cluster, C71H119F5N8O33 overall (ωB97M-V with the def2-TZVPD basis set).

Each line ends with the Mulliken charge.
Cartesian coordinates (Å):
F (23.3397, 20.0188, 18.5607)  -0.151
F (21.4999, 16.0189, 25.3523)  -0.301
F (26.4548, 23.4923, 21.6969)  -0.387
F (14.7863, 25.6497, 21.1730)  -0.180
F (15.7517, 21.6986, 12.2518)  -0.250
O (17.5372, 22.9109, 11.9785)  -0.369
O (13.2695, 21.6580, 20.3271)  -0.513
O (18.4727, 24.3591, 13.5055)  -0.558
O (19.1719, 14.0966, 15.4616)  -0.643
O (18.0619, 12.7258, 16.8827)  -0.330
O (24.9781, 18.8032, 20.4942)  -0.320
O (14.8928, 19.9393, 27.6105)  -0.625
O (17.0200, 19.5146, 28.1548)  -0.358
O (20.2881, 22.9121, 20.3685)  -0.236
O (18.1020, 20.5608, 18.0842)  0.530
O (18.0902, 22.1527, 13.9148)  0.012
O (24.3841, 24.6293, 19.9295)  -0.407
O (17.2643, 14.6832, 16.7328)  -0.221
O (19.7737, 15.9630, 18.7279)  -0.301
O (23.5379, 26.0206, 21.6903)  -0.639
O (17.5931, 22.0214, 19.5246)  0.357
O (24.2611, 23.9227, 21.9717)  -0.291
O (17.7906, 19.8053, 20.1594)  -0.653
O (13.5225, 23.9260, 20.5390)  -0.071
O (18.8331, 15.4204, 24.2939)  -0.301
O (20.8099, 17.1522, 20.3488)  -0.279
O (12.3714, 24.3174, 16.1562)  -0.228
O (26.6099, 20.4019, 20.8930)  -0.618
O (22.1424, 21.7937, 21.0875)  -0.394
O (10.4422, 23.5945, 15.3363)  -0.352
O (25.5729, 20.1253, 18.8527)  -0.329
O (13.7721, 22.7149, 22.3887)  -0.332
O (12.3852, 23.2986, 14.1171)  -0.586
O (18.9324, 16.0603, 20.8873)  0.199
O (17.8056, 17.3563, 23.8080)  -0.128
O (20.2033, 21.9452, 22.2800)  0.939
O (19.4982, 17.1514, 25.3174)  -0.138
O (16.2767, 18.9955, 26.0828)  0.066
N (19.8135, 24.1720, 25.8128)  -0.598
N (19.9986, 28.1960, 18.6682)  -0.564
N (23.1446, 19.3035, 14.7122)  -0.598
N (17.5004, 25.2191, 23.0380)  -0.524
N (19.8866, 17.2682, 13.9158)  -0.173
N (15.2538, 19.2908, 9.8883)  -0.550
N (12.5153, 18.4006, 21.7138)  -0.686
N (15.4925, 18.7662, 14.9541)  -0.272
C (20.2681, 16.0517, 25.8818)  0.353
C (17.6785, 27.0524, 18.6747)  -0.382
C (21.0094, 22.1857, 21.2657)  -0.558
C (11.8365, 24.4694, 17.4679)  0.336
C (14.5314, 19.4125, 15.2360)  -0.208
C (22.2145, 15.8048, 16.1784)  1.246
C (19.8663, 16.2607, 19.9009)  0.048
C (24.4273, 18.2538, 19.3202)  -0.013
C (14.9582, 17.8783, 20.8000)  0.683
C (18.6189, 16.6926, 24.4692)  0.151
C (20.7598, 16.6175, 14.2388)  -0.049
C (17.7396, 25.5575, 18.4053)  0.953
C (22.4573, 22.9522, 15.5964)  -1.610
C (18.6362, 10.5562, 17.6601)  -1.142
C (17.7610, 15.3069, 20.5773)  0.184
C (16.9636, 15.8806, 16.0871)  -0.063
C (18.2552, 13.8835, 16.2859)  0.783
C (17.2827, 22.4472, 20.8247)  0.619
C (11.7899, 23.6782, 15.1272)  0.751
C (24.8388, 23.2859, 19.9053)  0.743
C (18.5567, 25.5785, 22.7120)  0.063
C (20.9389, 23.2917, 19.1081)  0.616
C (11.3601, 25.9237, 17.5495)  -1.393
C (21.1518, 22.1095, 15.4577)  1.342
C (9.5257, 23.0211, 14.3569)  -0.774
C (19.4679, 14.9101, 25.4517)  -0.611
C (14.8358, 21.8828, 16.8291)  -0.594
C (17.7961, 21.0083, 13.1412)  0.544
C (19.0613, 11.7424, 16.7209)  -0.264
C (18.3058, 18.9792, 27.9342)  -0.110
C (20.6888, 17.8853, 21.5905)  -0.041
C (20.0962, 28.1106, 23.7192)  -1.389
C (14.0804, 24.0488, 22.7541)  0.392
C (24.0294, 24.9645, 21.2537)  0.710
C (13.7768, 24.8770, 21.5317)  0.140
C (18.0692, 13.7779, 20.5811)  -1.111
C (13.5466, 21.0479, 16.8277)  0.333
C (14.0515, 16.9426, 18.5568)  -1.741
C (23.3887, 14.9914, 16.7145)  -1.692
C (24.4905, 19.4183, 18.3836)  0.426
C (21.1761, 20.9675, 14.4147)  0.798
C (25.2089, 23.0752, 21.3679)  0.278
C (16.4294, 23.2830, 26.0533)  0.339
C (19.4908, 20.6900, 24.1900)  0.823
C (18.2809, 17.1270, 10.1753)  -1.476
C (19.9624, 19.1439, 17.5912)  0.889
C (17.0708, 21.6314, 12.0200)  0.076
C (17.8483, 20.6951, 19.3288)  0.097
C (18.6578, 25.1297, 17.2252)  -1.085
C (15.5919, 18.4161, 10.6021)  0.178
C (15.3146, 18.8775, 25.0779)  -0.577
C (17.5525, 17.2943, 11.5475)  0.579
C (16.0209, 17.3277, 11.4664)  0.081
C (20.6634, 21.4526, 23.5311)  -1.363
C (13.3675, 20.2402, 15.5855)  -0.282
C (13.5063, 22.6286, 21.0389)  0.392
C (16.1738, 24.7878, 26.3650)  -1.374
C (25.7589, 19.8254, 20.1738)  0.607
C (15.0562, 20.1354, 24.2692)  -0.337
C (17.7362, 22.8234, 26.6929)  0.860
C (21.8924, 15.7423, 14.6646)  -0.757
C (18.9648, 27.6845, 18.6772)  0.091
C (15.0398, 17.9304, 19.2749)  2.189
C (15.9830, 19.4891, 27.3000)  0.571
C (20.2766, 27.5113, 22.3234)  -0.352
C (18.4321, 19.2727, 17.5268)  1.259
C (18.8974, 23.5636, 26.1943)  0.073
C (19.9300, 26.0290, 22.3228)  0.912
C (22.3099, 20.0468, 14.5330)  -0.262
C (13.5905, 18.1811, 21.2797)  -0.199
C (18.0567, 23.2698, 13.1780)  0.374
H (16.4305, 23.1223, 20.7468)  -0.180
H (22.4508, 16.8565, 16.3403)  -0.305
H (16.1567, 16.3521, 16.6481)  -0.265
H (18.5221, 10.8350, 18.7076)  0.239
H (22.7933, 23.3125, 14.6241)  0.432
H (15.6789, 18.0933, 24.4142)  0.107
H (12.6904, 21.7222, 16.8446)  -0.081
H (18.3473, 17.8948, 28.0359)  0.297
H (13.5534, 20.3514, 17.6661)  -0.069
H (17.0447, 25.3591, 26.0436)  0.289
H (24.0491, 22.6091, 19.5790)  -0.752
H (21.6128, 14.7441, 14.3278)  0.385
H (20.0722, 14.0466, 25.1739)  0.357
H (17.0528, 15.6144, 21.3467)  -0.119
H (18.1921, 18.0142, 9.5484)  0.356
H (22.3826, 23.7550, 16.3299)  0.401
H (15.7051, 18.5534, 21.2177)  0.008
H (23.2324, 13.9147, 16.6472)  0.363
H (17.8683, 16.4285, 12.1295)  0.246
H (11.0305, 26.2180, 18.5459)  0.391
H (20.9549, 24.3804, 19.0572)  0.347
H (13.5242, 24.2157, 23.6765)  0.332
H (15.7598, 21.3071, 16.7747)  0.207
H (20.3867, 29.1612, 23.7191)  0.413
H (17.0742, 13.3390, 20.5077)  0.476
H (21.6130, 20.9218, 23.4637)  0.341
H (12.9924, 17.0846, 18.7716)  0.465
H (17.1877, 27.4384, 17.7813)  0.411
H (18.6554, 21.3558, 24.4068)  -0.697
H (18.0827, 23.0790, 21.2105)  -0.790
H (18.6499, 19.2502, 26.9361)  -0.175
H (17.1327, 20.2881, 13.6199)  -0.325
H (18.5562, 13.5173, 21.5208)  0.304
H (23.2791, 22.3475, 15.9801)  0.306
H (19.0558, 11.4604, 15.6680)  0.411
H (18.8075, 14.6361, 26.2744)  0.314
H (8.9071, 22.2770, 14.8587)  0.291
H (17.2225, 21.1154, 11.0720)  0.355
H (12.5386, 19.5357, 15.6536)  0.526
H (18.9708, 19.4697, 28.6451)  0.317
H (25.7229, 23.2909, 19.2678)  0.431
H (23.4698, 17.7726, 19.5191)  -0.140
H (21.6523, 18.3218, 21.8535)  0.359
H (15.6427, 17.4180, 12.4848)  -0.040
H (18.7223, 24.0474, 17.1137)  -0.154
H (21.3059, 27.6796, 22.0067)  0.293
H (17.9503, 21.7888, 26.4249)  -0.853
H (20.3612, 17.3021, 22.4511)  -0.131
H (21.3096, 15.6474, 16.7653)  -0.178
H (15.5806, 22.7104, 26.4273)  0.426
H (19.3269, 16.9033, 10.3850)  0.391
H (23.4054, 15.2601, 17.7707)  0.379
H (20.3566, 22.9208, 18.2646)  -0.591
H (12.9221, 25.5413, 21.6593)  0.175
H (17.7936, 16.5863, 16.0514)  -0.005
H (16.0557, 17.7582, 18.9194)  -0.942
H (21.1693, 21.4931, 13.4598)  0.897
H (19.7654, 20.3672, 25.1943)  0.420
H (14.8966, 22.5250, 17.7077)  -0.006
H (17.3891, 15.7287, 19.6436)  0.180
H (17.6885, 10.0688, 17.4312)  0.316
H (19.6516, 25.5136, 17.4557)  0.308
H (16.6617, 15.7716, 15.0455)  0.504
H (14.2674, 15.9037, 18.8062)  0.451
H (18.6679, 13.4387, 19.7357)  0.110
H (14.3541, 18.5711, 25.4922)  0.365
H (24.6453, 19.1435, 17.3402)  0.266
H (18.0341, 18.4041, 18.0514)  -1.163
H (14.4840, 20.8931, 24.8046)  0.431
H (25.1574, 17.4596, 19.1644)  0.329
H (15.6573, 16.3984, 11.0281)  0.418
H (18.6582, 20.4033, 12.8604)  0.045
H (13.2099, 20.9752, 14.7962)  0.102
H (19.1170, 28.0308, 24.1913)  0.304
H (17.8429, 22.8184, 27.7776)  0.593
H (22.8273, 16.0565, 14.2005)  0.530
H (16.4711, 23.1412, 24.9733)  -0.283
H (19.2628, 19.8020, 23.6004)  -0.371
H (16.0216, 20.4366, 23.8626)  -0.145
H (20.9413, 22.3021, 24.1550)  0.424
H (17.8348, 16.3269, 9.5844)  0.344
H (14.4225, 19.9624, 23.3995)  0.203
H (14.0813, 16.9724, 17.4676)  0.304
H (20.3683, 18.1532, 17.3871)  -0.344
H (20.2516, 20.3968, 14.5024)  -0.698
H (20.3685, 16.0857, 26.9666)  0.295
H (10.5489, 26.0101, 16.8266)  0.354
H (15.1488, 24.0934, 22.9657)  -0.328
H (20.0862, 12.1105, 16.7662)  0.241
H (15.3502, 25.1889, 25.7743)  0.300
H (20.7878, 27.5885, 24.3804)  0.348
H (18.4256, 25.5705, 16.2557)  0.592
H (20.2866, 22.7268, 15.2161)  0.034
H (20.7962, 21.8152, 16.4452)  -0.865
H (15.2321, 16.9016, 21.1988)  0.073
H (11.0107, 23.7731, 17.6140)  0.352
H (12.2080, 26.5306, 17.2320)  0.321
H (12.6193, 24.1922, 18.1739)  0.017
H (16.7369, 25.2061, 18.1621)  0.246
H (18.2097, 19.0854, 16.4763)  0.032
H (19.9492, 18.6847, 21.5457)  -0.031
H (24.3351, 15.1769, 16.2065)  0.391
H (14.7516, 18.9641, 19.0838)  -0.446
H (14.7634, 22.5892, 16.0021)  0.401
H (20.4349, 25.4942, 23.1273)  0.332
H (17.0598, 21.6707, 21.5565)  0.223
H (20.4393, 19.6282, 16.7391)  -0.933
H (18.0355, 18.1028, 12.0963)  -0.511
H (19.6180, 27.9691, 21.5854)  0.230
H (25.1491, 22.1097, 21.8702)  0.314
H (15.8314, 25.0989, 27.3519)  0.379
H (20.3770, 19.5328, 18.5212)  0.117
H (17.2040, 27.3430, 19.6120)  0.287
H (20.1296, 25.5668, 21.3561)  -0.556
H (21.9681, 22.9509, 18.9956)  -0.518
H (8.8700, 23.7507, 13.8817)  0.276
H (18.1672, 25.2003, 19.3421)  -0.574
H (19.3097, 9.7204, 17.4704)  0.391
H (10.0290, 22.5174, 13.5316)  0.310

Atoms 1-3, force components in eV/Å:
F -2.06 2.40 -0.18
F 0.61 0.49 -0.44
F 0.46 0.74 -0.37

Relative energy (zero: lowest compared OMol25 entry of this formula, charge and spin)   0.0000 eV
E   -168630.2642 eV
2S+1   1
LUMO   -0.163 eV